The following is a quantum chemistry calculation of a cluster of 2 separate species, C3H10O in total at a distorted geometry, from the OMol25 dataset.

## Properties
SMILES   CCC.O
E   -195.50580 a.u.
ΔE to the lowest compared entry with this formula, charge and spin   14.5 kcal per mole

Structure (ORCA input):
```
! wB97M-V def2-TZVPD RIJCOSX def2/J DEFGRID3
* xyz 0 1
O -0.798 2.791 0.086
C -0.277 -0.879 0.289
C -0.016 -1.209 -1.182
C 0.773 -0.044 0.992
H 1.028 -0.284 2.020
H -1.201 2.592 -0.752
H -0.910 -1.640 -1.621
H -0.378 -1.838 0.805
H 0.505 1.008 0.933
H -1.298 -0.518 0.428
H 1.701 -0.063 0.408
H 0.802 -1.918 -1.296
H 0.235 -0.275 -1.696
H -0.164 2.275 0.586
*
```